Density functional theory data (ωB97M-V/def2-TZVPD) for one molecule with the formula C14H14ClN3O3S at a distorted geometry.

* SMILES: CCOC(=O)Cc1csc(NC(=O)Nc2cccc(Cl)c2)n1
* E: -48706.9164 eV
* molar mass: 339.8 u
* ΔE to the lowest compared entry with this formula, charge and spin: 242.9 kcal per mole
* HOMO energy: -8.28 eV
* frontier orbital gap: 8.59 eV

Structure (XYZ):
```
36
Properties=species:S:1:pos:R:3:forces:R:3
C 1.156039 -0.047041 2.410799 -0.78 1.74 -8.77
C 2.307649 -0.604383 1.466352 0.31 5.04 0.56
O 2.105126 0.094552 -0.037032 2.56 2.18 4.71
C 2.676146 1.432873 0.014066 1.43 0.32 0.86
O 3.170846 2.123165 0.975677 -2.72 -3.92 -4.43
C 2.567401 1.868134 -1.538356 -1.39 2.59 4.19
C 1.252350 2.607508 -1.510382 -1.49 -4.16 -0.39
C 0.935075 3.873179 -1.583468 11.45 1.65 -1.72
S -0.503271 4.313085 -1.403338 -8.61 2.65 0.90
C -0.864076 2.627984 -1.266186 -14.16 5.44 2.19
N -2.166696 2.070824 -0.888147 -3.23 5.09 -1.47
C -2.641321 0.766470 -0.728060 -8.44 4.91 3.76
O -3.859944 0.680342 -0.287297 2.63 0.02 -2.51
N -1.795761 -0.102540 -0.525485 10.05 -1.98 -1.03
C -1.718335 -1.381657 -0.137938 4.55 -4.77 -0.10
C -2.719912 -2.239022 0.152521 -2.90 9.92 -1.42
C -2.721009 -3.395088 0.647375 -1.40 -9.97 0.62
C -1.531032 -4.103774 0.439855 1.22 -2.69 3.82
C -0.313886 -3.309093 0.306489 -0.23 -7.68 -0.68
Cl 1.330533 -4.342367 -0.031179 -2.18 1.51 0.83
C -0.336123 -2.113670 -0.135945 -3.74 7.03 -0.60
N -0.079518 1.810571 -1.320373 15.00 -6.83 -1.46
H 0.109499 -0.265829 1.816604 2.52 0.79 1.87
H 1.197092 -0.458996 3.273368 0.03 -3.19 5.78
H 1.389621 1.008906 2.541134 -0.53 0.09 -0.20
H 3.360409 -0.337434 1.920763 -2.04 -0.21 -1.39
H 2.282269 -1.590177 1.246801 -0.35 -3.08 -0.82
H 3.318852 2.574932 -1.822267 0.70 0.09 -0.07
H 2.520520 1.004704 -2.075431 0.01 -2.17 -1.71
H 1.806779 4.655124 -1.785109 -2.11 -1.65 0.54
H -3.058557 2.744366 -0.903502 2.81 -2.10 0.07
H -0.743946 0.397561 -0.694808 -2.67 -1.65 0.13
H -3.601901 -1.645696 0.183523 -1.36 0.04 -0.18
H -3.836795 -3.955991 0.783645 3.56 1.41 0.02
H -1.485689 -5.251492 0.837660 0.20 2.99 -1.37
H 0.491568 -1.510031 -0.342329 1.30 0.54 -0.53
```
Positions in Å, forces in eV/Å.

Löwdin charges in e: C -0.03; C -0.06; O -0.10; C -0.31; O 0.04; C 0.00; C -0.24; C -0.58; S 1.15; C -0.67; N 0.10; C -0.55; O -0.02; N 0.13; C -0.14; C -0.14; C -0.13; C -0.09; C -0.49; Cl 0.44; C -0.06; N 0.13; H 0.13; H -0.01; H 0.07; H 0.15; H 0.03; H 0.12; H 0.08; H 0.16; H 0.20; H 0.20; H 0.11; H 0.19; H 0.15; H 0.07